[1]
C9H19O2S | ωB97M-V with the def2-TZVPD basis set

Properties
* HOMO (alpha / beta): -3.28 / -3.26 eV
* total charge: -1
* E: -24565.5987 eV
* orbital gap (alpha / beta): 6.81 / 6.58 eV
* relative energy (zero: lowest compared OMol25 entry of this formula, charge and spin): 49.4 kcal/mol
* E_LUMO (alpha / beta): 3.54 / 3.31 eV

Last column: Löwdin charge in e.
Geometry (Å):
S (-1.01, 0.94, 0.37)  0.98
O (-2.07, 0.27, 2.21)  -0.57
O (-1.29, 2.24, -0.34)  -0.47
C (2.69, 1.01, -1.01)  -0.14
C (1.61, 1.60, -0.07)  -0.31
C (-1.26, -1.74, -0.16)  -0.09
C (0.69, 0.56, 0.53)  -0.46
C (2.02, -1.36, 1.93)  -0.08
C (-3.21, -0.04, -0.55)  -0.12
C (-1.10, -0.10, -2.02)  -0.13
C (-1.76, -0.42, -0.76)  -0.67
C (1.21, 0.02, 1.80)  -0.31
H (1.78, 0.80, 2.36)  0.10
H (2.19, 2.34, 0.66)  0.12
H (0.05, -0.28, -1.77)  0.11
H (1.91, -1.48, 3.03)  0.07
H (-3.35, 0.99, -0.88)  0.08
H (3.54, 1.68, -1.20)  0.05
H (-3.48, -0.22, 0.39)  0.00
H (3.00, -1.16, 1.65)  0.02
H (3.15, 0.09, -0.59)  0.06
H (-1.28, 0.90, -2.33)  0.06
H (1.40, -2.08, 1.39)  0.06
H (-3.98, -0.60, -1.11)  0.09
H (-2.11, -2.44, -0.43)  0.08
H (-1.15, -1.52, 0.97)  0.08
H (1.03, 2.34, -0.74)  0.10
H (0.27, 0.00, 2.35)  0.05
H (2.35, 0.60, -1.99)  0.06
H (-1.37, -0.70, -2.89)  0.08
H (-0.45, -2.22, -0.80)  0.09

---

[2]
C9H20 | ωB97M-V with the def2-TZVPD basis set

Properties
* HOMO: -8.49 eV
* E: -9656.0408 eV
* orbital gap: 9.41 eV
* SMILES string: CC(C)C(C)(C)C(C)C
* relative energy (zero: lowest compared OMol25 entry of this formula, charge and spin): 35.6 kcal/mol
* E_LUMO: 0.92 eV

Last column: Löwdin charge in e.
Geometry (Å):
C (-0.16, 1.29, 1.29)  -0.07
C (2.61, 0.42, 0.72)  -0.01
C (0.13, 0.49, 0.03)  -0.46
C (-1.76, -1.36, 1.09)  -0.10
C (1.62, -1.29, -1.09)  -0.08
C (-2.49, 0.09, -0.80)  -0.11
C (1.16, -0.54, 0.14)  -0.31
C (-1.34, -0.69, -0.21)  -0.29
C (0.24, 1.40, -1.18)  -0.05
H (0.98, -1.22, 0.98)  0.11
H (-2.27, 0.45, -1.81)  0.07
H (0.91, -1.31, -1.92)  0.07
H (-2.09, -0.63, 1.82)  0.07
H (3.34, -0.34, 0.97)  0.04
H (-0.62, 2.07, -1.21)  0.08
H (-1.19, 1.65, 1.26)  0.08
H (-3.38, -0.54, -0.88)  0.08
H (0.48, 2.16, 1.35)  0.08
H (-0.95, -1.95, 1.53)  0.07
H (1.13, 2.02, -1.11)  0.08
H (-2.60, -2.05, 0.92)  0.08
H (1.84, -2.33, -0.84)  0.08
H (-2.76, 0.95, -0.18)  0.07
H (2.52, -0.87, -1.52)  0.07
H (-1.03, -1.45, -0.93)  0.11
H (2.46, 1.04, 1.60)  0.04
H (2.98, 1.02, -0.11)  0.04
H (-0.02, 0.69, 2.19)  0.09
H (0.27, 0.84, -2.11)  0.08

---

[3]
C9H20BaClN5O6 | ωB97M-V with the def2-TZVPD basis set

Properties
* HOMO: -7.35 eV
* E: -42600.8922 eV
* orbital gap: 7.38 eV
* relative energy (zero: lowest compared OMol25 entry of this formula, charge and spin): 7.8 kcal/mol
* E_LUMO: 0.03 eV

Last column: Löwdin charge in e.
Geometry (Å):
Ba (-1.02, 0.61, 0.50)  1.96
Cl (-3.68, 0.14, 1.90)  0.58
O (0.69, 2.60, 3.17)  -0.10
O (-3.70, -0.07, 0.46)  -0.49
O (-3.24, 1.51, 2.13)  -0.43
O (-2.63, -0.74, 2.42)  -0.47
O (-4.93, -0.13, 2.50)  -0.27
O (-0.92, 2.97, -1.85)  -0.20
N (1.88, -3.10, -1.71)  -0.17
N (0.37, 2.73, 1.79)  -0.14
N (-0.46, 2.95, -0.66)  -0.34
N (0.58, -1.27, -0.97)  0.00
N (-0.04, -3.43, -0.42)  -0.17
C (2.92, -2.20, -2.18)  -0.07
C (-0.48, 5.38, -0.74)  -0.05
C (-0.20, 4.08, -0.05)  -0.33
C (0.49, -4.59, 0.28)  -0.05
C (0.23, 3.94, 1.34)  -0.31
C (-1.28, -2.92, 0.13)  -0.08
C (0.81, -2.54, -1.04)  -0.46
C (1.68, -4.26, -2.56)  -0.05
C (0.44, 5.16, 2.19)  -0.01
H (-0.52, 5.55, 2.53)  0.10
H (2.62, -1.63, -3.07)  0.10
H (2.50, -4.96, -2.45)  0.09
H (1.16, -0.73, -1.60)  0.03
H (-0.10, -5.48, 0.05)  0.09
H (1.07, 4.93, 3.05)  0.08
H (3.21, -1.51, -1.39)  0.09
H (0.45, -4.42, 1.36)  0.10
H (0.03, 3.10, 3.66)  0.08
H (-1.93, -3.77, 0.34)  0.10
H (3.79, -2.80, -2.44)  0.09
H (-1.13, -2.40, 1.08)  0.06
H (0.75, -4.76, -2.31)  0.08
H (1.62, -3.95, -3.61)  0.09
H (-1.55, 5.49, -0.91)  0.09
H (-0.02, 5.37, -1.73)  0.08
H (0.92, 5.94, 1.60)  0.08
H (-1.78, -2.27, -0.58)  0.08
H (-0.12, 6.24, -0.19)  0.06
H (1.53, -4.77, 0.00)  0.08

---

[4]
C9H20BrN | ωB97M-V with the def2-TZVPD basis set

Properties
* HOMO: -7.03 eV
* E: -81189.5783 eV
* orbital gap: 7.11 eV
* relative energy (zero: lowest compared OMol25 entry of this formula, charge and spin): 4.5 kcal/mol
* E_LUMO: 0.08 eV

Last column: Löwdin charge in e.
Geometry (Å):
Br (-0.49, 1.20, -3.94)  -0.53
N (0.66, 0.47, -0.06)  -0.26
C (-2.13, -0.98, 0.68)  -0.26
C (-3.41, -1.23, 1.47)  -0.11
C (0.92, 0.62, 1.41)  0.03
C (2.95, 0.51, -0.89)  -0.14
C (2.52, -0.96, -0.70)  -0.15
C (-1.86, 0.51, 0.51)  -0.19
C (1.01, -0.92, -0.52)  -0.10
C (1.63, 1.25, -0.90)  -0.14
C (-0.76, 0.88, -0.45)  -0.16
H (-3.50, -0.61, 2.37)  0.07
H (-1.27, -1.55, 1.04)  0.08
H (-1.68, 1.00, 1.48)  0.11
H (0.52, 1.55, 1.79)  0.11
H (0.63, -1.65, 0.19)  0.12
H (3.69, 0.85, -0.18)  0.11
H (3.37, 0.58, -1.89)  0.12
H (0.55, -1.06, -1.50)  0.13
H (-2.31, -1.34, -0.34)  0.12
H (2.83, -1.63, -1.49)  0.12
H (-4.29, -0.99, 0.87)  0.08
H (1.75, 2.27, -0.52)  0.14
H (1.14, 1.29, -1.87)  0.01
H (-3.49, -2.28, 1.76)  0.07
H (0.39, -0.23, 1.84)  0.10
H (-0.69, 1.95, -0.64)  0.13
H (-0.91, 0.42, -1.43)  0.02
H (1.99, 0.52, 1.55)  0.11
H (3.04, -1.42, 0.15)  0.11
H (-2.78, 0.99, 0.18)  0.13

---

[5]
C9H20F4N3NaO8S4 | ωB97M-V with the def2-TZVPD basis set

Properties
* HOMO: -9.96 eV
* E: -89132.5893 eV
* orbital gap: 9.34 eV
* E_LUMO: -0.62 eV

Last column: Löwdin charge in e.
Geometry (Å):
S (-3.70, 3.90, 2.43)  0.44
S (-2.88, 2.37, 4.04)  0.56
S (-2.46, -2.75, 0.50)  0.56
S (-3.14, -1.53, -1.49)  0.45
Na (-3.68, 0.64, 0.95)  0.55
F (-2.62, 0.76, 3.95)  -0.23
F (-2.35, -2.28, 2.04)  -0.19
F (-3.51, -0.01, -1.91)  -0.22
F (-4.26, 3.93, 0.92)  -0.22
O (-3.89, 2.52, 5.06)  -0.24
O (-3.38, -3.84, 0.58)  -0.23
O (-1.10, -3.05, 0.15)  -0.28
O (-2.49, 4.71, 2.35)  -0.28
O (-4.29, -2.25, -1.99)  -0.25
O (-4.90, 4.41, 3.04)  -0.27
O (-1.55, 2.77, 4.30)  -0.25
O (-1.96, -1.66, -2.30)  -0.29
N (2.68, -0.26, -0.50)  -0.28
N (-3.12, -1.28, 0.03)  -0.34
N (-3.48, 2.38, 2.45)  -0.32
C (2.39, -2.13, -2.88)  -0.18
C (3.00, -1.74, -0.36)  -0.10
C (1.98, -0.66, -2.95)  -0.15
C (0.77, 1.40, 0.10)  -0.20
C (2.84, 0.12, -1.94)  -0.11
C (-0.72, 1.50, 0.48)  -0.06
C (1.28, -0.05, 0.05)  -0.10
C (3.65, 0.43, 0.43)  0.04
C (2.28, -2.60, -1.44)  -0.14
H (2.82, -2.03, 0.67)  0.13
H (-0.85, 2.43, 1.03)  0.08
H (2.31, -0.26, -3.91)  0.13
H (3.90, 0.04, -2.20)  0.14
H (-1.01, 0.67, 1.13)  0.08
H (0.56, -0.63, -0.53)  0.12
H (1.30, -2.85, -1.03)  0.11
H (2.50, 1.14, -2.05)  0.13
H (4.62, 0.32, -0.05)  0.11
H (1.37, -0.53, 1.02)  0.14
H (1.00, 1.98, -0.80)  0.11
H (3.42, -2.15, -3.25)  0.12
H (2.80, -3.57, -1.48)  0.12
H (-1.22, 1.51, -0.48)  0.09
H (1.83, -2.82, -3.51)  0.12
H (3.39, 1.48, 0.39)  0.10
H (0.90, -0.59, -2.82)  0.12
H (4.09, -1.85, -0.44)  0.13
H (3.55, -0.04, 1.41)  0.12
H (1.32, 2.00, 0.83)  0.11

---

[6]
C9H20InO2Tl | ωB97M-V with the def2-TZVPD basis set

Properties
* HOMO: -15.25 eV
* total charge: +2
* E: -23588.1593 eV
* orbital gap: 2.76 eV
* E_LUMO: -12.49 eV

Last column: Löwdin charge in e.
Geometry (Å):
Tl (-3.50, 2.85, -0.05)  1.21
In (0.57, -2.48, 1.17)  0.73
O (-2.05, 0.43, 1.78)  0.01
O (-0.17, 1.41, 2.91)  -0.05
C (1.45, -1.23, -2.74)  -0.09
C (-1.21, 1.49, 1.85)  -0.23
C (0.67, 1.26, -2.29)  -0.10
C (0.68, -0.96, 2.84)  -0.01
C (0.74, -0.25, -1.58)  -0.40
C (-1.00, -2.06, -0.41)  -0.29
C (-1.27, 2.80, 0.87)  -0.14
C (0.94, 0.59, 2.37)  -0.13
C (-0.81, -0.66, -1.24)  -0.28
H (-1.36, -0.82, -2.28)  0.14
H (-1.77, 2.46, -0.14)  -0.13
H (1.87, -2.16, -2.15)  0.07
H (-0.22, 3.32, 0.68)  0.16
H (-0.49, 1.54, -2.43)  0.07
H (1.10, 1.25, -3.40)  0.11
H (-2.04, -1.97, 0.17)  0.06
H (1.94, 0.96, 2.90)  0.21
H (0.65, -1.49, -3.56)  0.11
H (-1.07, -3.00, -1.12)  0.09
H (-1.97, 3.62, 1.35)  0.07
H (0.10, -4.06, 1.95)  0.11
H (1.12, 2.10, -1.62)  0.07
H (1.59, -1.26, 3.54)  0.14
H (1.06, 0.74, 1.22)  0.14
H (-0.28, -0.99, 3.53)  0.14
H (1.47, -0.26, -0.67)  0.08
H (2.38, -0.64, -3.18)  0.11
H (-1.34, 0.26, -0.73)  0.06
H (2.23, -2.81, 0.45)  -0.03

---

[7]
C9H20N2OS | ωB97M-V with the def2-TZVPD basis set

Properties
* HOMO: -8.33 eV
* E: -25518.8410 eV
* orbital gap: 8.90 eV
* SMILES string: CCCCNC(=S)NC(C)(C)CO
* relative energy (zero: lowest compared OMol25 entry of this formula, charge and spin): 50.5 kcal/mol
* E_LUMO: 0.56 eV

Last column: Löwdin charge in e.
Geometry (Å):
S (-1.34, -2.92, -0.38)  0.62
O (-3.66, -0.81, -0.94)  -0.17
N (-0.51, -0.29, 0.09)  0.08
N (1.00, -2.11, 0.42)  -0.03
C (2.43, 0.20, -1.21)  -0.28
C (-1.81, 0.56, 0.17)  -0.50
C (2.23, 1.51, -0.42)  -0.14
C (-1.35, 2.02, 0.35)  -0.06
C (3.05, -0.86, -0.29)  -0.22
C (2.16, -1.42, 0.88)  -0.18
C (-2.61, 0.15, 1.41)  -0.05
C (-0.25, -1.68, 0.14)  -0.74
C (-2.76, 0.38, -1.09)  -0.14
H (2.78, -2.09, 1.50)  0.13
H (3.48, -1.70, -0.91)  0.11
H (-3.16, -1.64, -0.74)  -0.05
H (0.22, 0.40, 0.20)  0.05
H (-2.13, 0.47, 2.32)  0.08
H (1.91, -0.47, 1.49)  0.13
H (1.54, -0.29, -1.70)  0.11
H (-0.71, 2.33, -0.55)  0.10
H (-2.15, 0.27, -2.02)  0.12
H (0.88, -3.07, 0.40)  0.05
H (-3.54, 1.21, -1.10)  0.14
H (-2.33, 2.52, 0.22)  0.09
H (-2.67, -0.98, 1.46)  0.08
H (1.64, 2.28, -1.01)  0.08
H (-3.60, 0.47, 1.22)  0.07
H (3.35, 1.78, 0.03)  0.14
H (1.72, 1.45, 0.56)  0.03
H (4.05, -0.47, 0.13)  0.12
H (3.09, 0.52, -2.04)  0.10
H (-0.95, 2.29, 1.40)  0.11

---

[8]
C9H20O6SeSiV | ωB97M-V with the def2-TZVPD basis set

Properties
* multiplicity: 4
* HOMO (alpha / beta): 1.15 / -0.67 eV
* total charge: -2
* <S²>: 3.766
* E: -120845.2881 eV
* orbital gap (alpha / beta): 3.82 / 5.44 eV
* E_LUMO (alpha / beta): 4.97 / 4.77 eV

Last column: Löwdin charge in e.
Geometry (Å):
Se (2.43, 1.75, -0.34)  0.87
V (0.00, 0.00, 0.00)  0.44
Si (0.01, 0.01, -5.16)  0.41
O (-1.13, -1.58, -0.01)  -0.33
O (1.36, 2.74, 0.42)  -0.56
O (1.97, 0.00, 0.00)  -0.64
O (0.01, 0.01, 1.94)  -0.32
O (3.86, 2.07, 0.41)  -0.57
O (2.55, 2.23, -2.11)  -0.60
C (0.68, 1.65, -5.79)  -0.20
C (-1.74, -0.22, -5.81)  -0.22
C (1.08, -1.39, -5.80)  -0.21
C (-1.60, -1.61, 1.28)  -0.25
C (-0.45, -1.25, 2.24)  -0.23
C (-2.18, -1.25, -0.94)  -0.15
C (1.40, 0.15, 2.29)  -0.13
C (0.00, 0.00, -3.28)  -0.22
C (0.00, 0.00, -2.09)  -0.22
H (-3.03, -1.96, -0.83)  0.08
H (2.03, -0.49, 1.64)  0.08
H (-0.83, -1.28, 3.28)  0.13
H (0.71, -2.35, -5.46)  0.02
H (-2.16, -1.17, -5.46)  0.01
H (-1.82, -1.34, -1.98)  0.06
H (-1.97, -2.63, 1.52)  0.13
H (-1.02, 1.42, 0.00)  -0.03
H (-2.53, -0.21, -0.78)  0.07
H (1.71, 1.80, -5.44)  0.03
H (1.72, 1.20, 2.15)  0.08
H (2.11, -1.27, -5.45)  0.03
H (0.69, 1.66, -6.89)  0.01
H (-2.42, -0.87, 1.47)  0.14
H (-2.39, 0.59, -5.46)  0.02
H (1.09, -1.39, -6.90)  0.01
H (-1.75, -0.21, -6.90)  0.01
H (0.07, 2.48, -5.44)  0.03
H (1.56, -0.10, 3.36)  0.09
H (0.33, -2.04, 2.12)  0.14